{
  "formula": "C6H15N2O2S",
  "method": "ωB97M-V with the def2-TZVPD basis set",
  "total_energy_ev": -24364.5175,
  "spin_multiplicity": 1,
  "total_charge": 1,
  "de_lowest_kj_mol": 153.4,
  "homo_ev": -13.7500,
  "symbols": ["C", "C", "C", "C", "C", "C", "N", "N", "O", "O", "S", "H", "H", "H", "H", "H", "H", "H", "H", "H", "H", "H", "H", "H", "H", "H"],
  "coordinates": [[-1.12, 0.55, 1.13], [-0.71, -0.15, -1.13], [3.83, 0.73, 0.52], [-2.18, -1.46, 0.28], [-2.91, 0.76, -0.58], [3.30, -0.19, -0.57], [1.97, 0.24, -0.87], [-1.74, -0.12, -0.12], [0.10, 0.98, 0.91], [0.78, -1.42, 0.68], [0.85, -0.18, -0.03], [-1.34, -0.24, 1.90], [-1.64, 1.43, 1.53], [-0.66, -1.04, -1.86], [-0.74, 0.76, -1.60], [3.66, 1.71, 0.22], [3.27, 0.71, 1.38], [4.92, 0.44, 0.72], [-2.60, -1.95, -0.47], [-1.40, -2.02, 0.57], [-3.00, -1.51, 1.10], [-3.32, 0.69, -1.63], [-3.77, 0.54, 0.09], [-2.77, 1.86, -0.39], [3.78, 0.02, -1.48], [3.46, -1.16, -0.33]]
}



{
  "formula": "C28H23N6PdS2",
  "method": "ωB97M-V with the def2-TZVPD basis set",
  "total_energy_ev": -63501.9460,
  "spin_multiplicity": 1,
  "total_charge": -1,
  "de_lowest_kj_mol": 54.4,
  "homo_ev": -2.6464,
  "symbols": ["Pd", "C", "C", "N", "C", "C", "C", "C", "C", "C", "C", "N", "C", "C", "C", "C", "C", "C", "C", "C", "N", "C", "H", "H", "H", "H", "H", "H", "H", "H", "H", "H", "H", "H", "N", "C", "S", "N", "C", "C", "C", "C", "C", "C", "H", "H", "H", "H", "H", "H", "H", "H", "S", "C", "C", "N", "C", "H", "H", "H"],
  "coordinates": [[0.94, -0.40, 0.79], [-2.16, -3.97, 1.78], [-1.58, -2.70, 1.59], [-0.50, -2.51, 0.88], [0.11, -3.56, 0.29], [-0.40, -4.87, 0.40], [-1.56, -5.05, 1.18], [0.24, -5.95, -0.26], [1.36, -5.69, -1.00], [1.89, -4.40, -1.12], [1.32, -3.29, -0.48], [1.82, -2.04, -0.46], [2.68, -1.60, -1.42], [2.56, -1.89, -2.78], [3.36, -1.27, -3.75], [4.31, -0.35, -3.43], [4.51, -0.04, -2.06], [5.47, 0.91, -1.64], [5.65, 1.15, -0.31], [4.87, 0.42, 0.61], [3.96, -0.45, 0.26], [3.74, -0.68, -1.06], [-3.05, -4.07, 2.39], [-2.03, -1.81, 2.03], [-1.97, -6.04, 1.30], [-0.17, -6.95, -0.17], [1.86, -6.50, -1.51], [2.79, -4.25, -1.70], [1.79, -2.59, -3.09], [3.19, -1.53, -4.80], [4.91, 0.14, -4.18], [6.05, 1.43, -2.39], [6.37, 1.88, 0.05], [5.01, 0.56, 1.68], [-1.98, 0.44, -0.17], [-2.66, 1.35, 0.53], [-2.67, 1.34, 2.21], [-3.33, 2.25, -0.27], [-4.15, 3.35, 0.01], [-4.17, 4.05, 1.22], [-5.01, 5.15, 1.36], [-5.82, 5.58, 0.32], [-5.78, 4.90, -0.89], [-4.96, 3.80, -1.04], [-1.20, -0.07, 0.29], [-1.79, 0.61, -1.15], [-3.31, 2.02, -1.25], [-3.55, 3.72, 2.03], [-5.02, 5.67, 2.30], [-6.47, 6.44, 0.45], [-6.40, 5.21, -1.72], [-4.94, 3.26, -1.98], [0.67, 3.93, 2.27], [0.68, 2.81, 3.56], [0.75, 1.55, 3.08], [0.81, 1.45, 1.71], [0.78, 2.63, 1.16], [0.60, 3.12, 4.59], [0.75, 0.64, 3.65], [0.82, 2.79, 0.10]]
}



{
  "formula": "C5H8O",
  "method": "ωB97M-V with the def2-TZVPD basis set",
  "total_energy_ev": -7357.3100,
  "spin_multiplicity": 1,
  "de_lowest_kj_mol": 477.2,
  "homo_ev": [-8.5363, -8.5364],
  "symbols": ["O", "C", "C", "C", "C", "C", "H", "H", "H", "H", "H", "H", "H", "H"],
  "coordinates": [[-0.56, 1.43, 1.01], [-0.98, 0.15, 0.72], [-0.90, -0.21, -0.80], [0.58, -0.38, -0.97], [1.16, -0.80, 0.23], [0.26, -0.51, 1.24], [0.44, 1.64, -0.11], [-1.94, -0.11, 1.17], [-1.39, -1.17, -0.98], [-1.33, 0.54, -1.46], [1.08, -0.38, -1.93], [0.89, 1.43, -0.79], [2.20, -1.06, 0.36], [0.47, -0.58, 2.30]]
}



{
  "formula": "C3H4N2O2",
  "method": "ωB97M-V with the def2-TZVPD basis set",
  "total_energy_ev": -10250.8074,
  "spin_multiplicity": 1,
  "smiles": "Nc1coc(=O)[nH]1",
  "de_lowest_kj_mol": 140.6,
  "homo_ev": -8.4221,
  "symbols": ["N", "C", "C", "O", "C", "O", "N", "H", "H", "H", "H"],
  "coordinates": [[1.63, -0.29, -0.90], [0.52, -0.05, -0.09], [0.22, -0.40, 1.17], [-1.07, 0.03, 1.48], [-1.62, 0.52, 0.34], [-2.79, 0.77, 0.20], [-0.60, 0.61, -0.61], [1.34, -0.59, -1.83], [2.24, -0.99, -0.51], [0.64, -1.09, 1.87], [-0.52, 1.48, -1.12]]
}



{
  "formula": "C4H10O",
  "method": "ωB97M-V with the def2-TZVPD basis set",
  "total_energy_ev": -6356.6793,
  "spin_multiplicity": 1,
  "smiles": "C=C(C)C.O",
  "de_lowest_kj_mol": 108.4,
  "homo_ev": -8.7455,
  "symbols": ["C", "C", "C", "C", "H", "H", "H", "H", "H", "H", "H", "H", "O", "H", "H"],
  "coordinates": [[0.49, -1.53, -0.55], [-0.24, -0.79, 0.27], [0.47, 0.18, 1.20], [-1.73, -0.72, 0.14], [0.09, -2.22, -1.29], [1.58, -1.50, -0.53], [-0.16, 0.88, 1.74], [1.04, 0.77, 0.49], [1.07, -0.38, 1.91], [-2.16, -1.50, -0.48], [-1.92, 0.24, -0.35], [-2.25, -0.47, 1.06], [0.92, 2.15, -1.05], [1.42, 2.87, -0.66], [1.37, 2.01, -1.90]]
}



{
  "formula": "C2H3MgO3",
  "method": "ωB97M-V with the def2-TZVPD basis set",
  "total_energy_ev": -13701.4919,
  "spin_multiplicity": 1,
  "total_charge": 1,
  "de_lowest_kj_mol": 0.0,
  "homo_ev": -10.8665,
  "symbols": ["O", "C", "C", "O", "H", "H", "Mg", "O", "H"],
  "coordinates": [[1.95, 1.64, -0.30], [0.97, 2.06, 0.23], [-0.27, 1.80, 0.73], [-0.85, 0.61, 0.70], [-0.42, -3.37, -1.29], [-0.88, 2.70, 0.95], [-0.52, -1.13, 0.15], [-0.99, -2.85, -0.70], [-1.77, -3.38, -0.50]]
}



{
  "formula": "C5H10N2",
  "method": "ωB97M-V with the def2-TZVPD basis set",
  "total_energy_ev": -8325.0635,
  "spin_multiplicity": 1,
  "smiles": "C=NC(=C)CCN",
  "de_lowest_kj_mol": 219.0,
  "homo_ev": -8.6007,
  "symbols": ["C", "N", "C", "C", "C", "C", "N", "H", "H", "H", "H", "H", "H", "H", "H", "H", "H"],
  "coordinates": [[0.52, 2.14, 1.05], [0.19, 1.14, 0.36], [-0.09, -0.16, 0.88], [0.63, -0.58, 1.92], [-0.84, -1.06, -0.10], [-0.85, -0.53, -1.53], [0.46, -0.64, -2.20], [0.25, 2.36, 2.09], [1.26, 2.84, 0.68], [0.66, -1.65, 2.06], [1.10, 0.16, 2.55], [-0.29, -2.00, -0.02], [-1.87, -1.15, 0.27], [-1.62, -1.05, -2.09], [-1.15, 0.52, -1.44], [0.27, -1.14, -3.05], [1.15, -1.01, -1.57]]
}